Entry 1:
Here is C5H10O2 in the gas phase at a distorted geometry from the OMol25 dataset. Energies are from ωB97M-V with the def2-TZVPD basis set.

Computed properties:
ΔE to the lowest compared entry with this formula, charge and spin, kJ/mol: 520.0
Energy, eV: -9437.6533
HOMO level (alpha / beta), hartree: -0.2438 / -0.2757
Kohn-Sham gap (alpha / beta), eV: 6.707 / 8.588
Net charge: 0

XYZ file:
```
17
Properties=species:S:1:pos:R:3:forces:R:3:nbo_charge:R:1
C -0.8592 -1.9537 -1.0986 -0.229 -0.107 -0.117 -0.67
C -0.5775 -0.8814 -0.1116 0.937 0.240 -0.403 0.12
C 0.2522 -1.0711 1.0978 0.096 -0.359 0.512 -0.16
O -0.1704 -0.0600 2.0156 -0.446 -1.056 1.208 -0.72
C 0.1607 1.3114 0.0364 0.088 2.027 0.793 0.21
C 0.9216 2.4349 -0.4886 0.121 0.213 -0.635 -0.69
O -0.1301 0.2926 -0.7061 -0.494 -0.973 -0.813 -0.41
H -1.5535 -1.5785 -1.8507 0.011 -0.092 -0.065 0.23
H -1.3441 -2.7974 -0.5983 0.082 0.116 -0.050 0.22
H 0.0273 -2.3387 -1.6205 0.060 0.069 0.038 0.20
H -1.1267 -0.1111 1.8170 0.237 0.380 0.673 0.46
H 1.3448 -0.9305 0.8944 -0.594 0.203 0.050 0.17
H 0.1303 -2.0409 1.5789 -0.040 -0.293 -0.289 0.18
H -0.3564 1.5430 0.9300 -0.489 -0.383 0.296 0.18
H 1.5575 2.0007 -1.2311 0.767 0.464 -0.759 0.22
H 0.2380 3.1669 -0.9202 -0.058 0.164 -0.443 0.22
H 1.4856 3.0138 0.2557 -0.051 -0.612 0.004 0.23
```
Forces are in eV/Å.

Entry 2:
Here is C5H10O2 in the gas phase at a distorted geometry from the OMol25 dataset. Energies are from ωB97M-V with the def2-TZVPD basis set.

Computed properties:
ΔE to the lowest compared entry with this formula, charge and spin, kJ/mol: 159.4
Energy, eV: -9441.3908
HOMO level, hartree: -0.3605
Kohn-Sham gap, eV: 10.789
Net charge: 0

XYZ file:
```
17
Properties=species:S:1:pos:R:3:forces:R:3:nbo_charge:R:1
O 2.5995 0.1864 -0.4139 0.137 0.240 0.096 -0.71
C 1.5919 -0.5828 0.1910 -0.104 -0.285 0.175 -0.09
C 0.3236 -0.5724 -0.6552 0.230 -0.135 -0.118 0.06
C -0.9177 -1.0460 0.1239 0.069 0.278 -0.033 -0.44
C -1.6695 0.3094 0.3604 0.039 0.289 0.104 -0.43
C -0.5957 1.4100 0.0147 -0.105 -0.366 0.009 -0.09
O 0.0716 0.7713 -1.0529 0.548 0.117 -0.200 -0.54
H 2.1889 1.0426 -0.6084 0.137 -0.218 -0.172 0.47
H 1.3705 -0.2220 1.2119 0.036 -0.075 -0.195 0.15
H 1.9609 -1.6077 0.2805 -0.004 0.059 0.029 0.19
H 0.4935 -1.1006 -1.5936 0.036 -0.159 0.107 0.20
H -0.6527 -1.5632 1.0616 0.074 0.423 -0.220 0.21
H -1.4881 -1.7966 -0.4474 -0.010 0.602 0.096 0.22
H -2.0395 0.3775 1.3831 -0.088 0.103 -0.066 0.21
H -2.5153 0.3514 -0.3370 0.210 0.271 0.219 0.22
H 0.0890 1.6221 0.8652 -0.300 -0.446 -0.161 0.16
H -0.8108 2.4207 -0.3839 -0.904 -0.700 0.330 0.21
```
Forces are in eV/Å.

Entry 3:
Here is C5H10O2 in the gas phase at a distorted geometry from the OMol25 dataset. Energies are from ωB97M-V with the def2-TZVPD basis set.

Computed properties:
ΔE to the lowest compared entry with this formula, charge and spin, kJ/mol: 370.1
Energy, eV: -9439.2070
HOMO level, hartree: -0.3031
Kohn-Sham gap, eV: 9.270
Net charge: 0

XYZ file:
```
17
Properties=species:S:1:pos:R:3:forces:R:3:nbo_charge:R:1
C 2.8709 -0.9891 -0.1954 0.167 -0.099 -0.027 -0.62
C 1.3687 -1.0316 -0.2133 0.318 -0.514 -0.093 -0.06
O 0.8976 0.2831 -0.0497 0.289 -0.210 0.216 -0.53
C -0.4303 0.2948 0.2114 0.139 -0.529 0.124 0.01
C -2.5218 1.7153 0.2753 -0.778 -0.595 -0.488 -0.27
C -1.3951 -0.1826 -0.5696 0.566 0.323 0.258 0.07
O -2.6307 0.3334 -0.3306 0.238 1.239 1.137 -0.51
H 3.2275 -0.6265 0.7732 -0.009 -0.079 -0.142 0.21
H 3.2614 -1.9918 -0.3759 0.143 0.074 0.018 0.21
H 3.2337 -0.3122 -0.9744 0.001 -0.130 0.081 0.21
H 0.9915 -1.4454 -1.1603 0.121 -0.023 0.089 0.16
H 0.9588 -1.6393 0.6048 0.189 -0.108 -0.117 0.17
H -0.7088 0.5415 1.2306 0.253 0.783 -0.224 0.18
H -3.5706 1.8996 0.4057 -0.460 0.650 -0.058 0.19
H -2.0239 1.9386 1.2516 -0.425 -1.098 -0.710 0.18
H -2.0316 2.3862 -0.4477 -0.334 -0.407 0.020 0.20
H -1.2615 -0.9404 -1.3502 -0.420 0.722 -0.086 0.19
```
Forces are in eV/Å.

Entry 4:
Here is C5H10O2 in the gas phase from the OMol25 dataset. Energies are from ωB97M-V with the def2-TZVPD basis set.

Computed properties:
ΔE to the lowest compared entry with this formula, charge and spin, kJ/mol: 523.6
Energy, eV: -9437.6164
HOMO level, hartree: -0.3172
Kohn-Sham gap, eV: 8.467
Net charge: 0

XYZ file:
```
17
Properties=species:S:1:pos:R:3:forces:R:3:nbo_charge:R:1
C 2.1432 -1.0118 1.7385 0.314 0.047 -0.074 -0.79
C 1.2443 -0.1566 0.9839 0.310 -0.333 0.008 0.17
C -0.8439 0.8844 -0.2474 -0.158 0.233 -0.036 -0.10
C -2.2251 0.9978 -0.8202 -0.115 0.202 0.298 -0.08
O -2.1877 0.6922 -2.1937 -0.079 -0.181 -0.198 -0.72
C 0.9013 -0.6878 -0.3424 0.062 -0.046 0.275 -0.25
O -0.4532 -0.4402 -0.6073 -0.020 0.020 -0.138 -0.56
H 2.8759 -0.3720 2.2321 0.158 -0.270 0.254 0.26
H 1.4788 -1.3690 2.5493 0.154 0.080 -0.100 0.29
H 2.5799 -1.8808 1.2247 0.120 0.070 0.126 0.18
H -0.1385 1.5991 -0.6965 -0.185 -0.007 -0.012 0.17
H -0.8260 1.0471 0.8346 -0.066 -0.121 -0.219 0.20
H -2.6072 2.0123 -0.6824 -0.047 -0.095 -0.115 0.18
H -2.8682 0.2968 -0.2634 -0.056 0.146 -0.180 0.16
H -1.6026 -0.0816 -2.2313 -0.217 0.169 -0.234 0.48
H 1.0966 -1.7575 -0.5313 -0.172 0.136 0.104 0.18
H 1.5678 -0.1199 -1.0377 -0.001 -0.049 0.240 0.22
```
Forces are in eV/Å.

Entry 5:
Here is C5H10O2 in the gas phase at a distorted geometry from the OMol25 dataset. Energies are from ωB97M-V with the def2-TZVPD basis set.

Computed properties:
ΔE to the lowest compared entry with this formula, charge and spin, kJ/mol: 262.6
Energy, eV: -9440.3217
HOMO level, hartree: -0.3530
Kohn-Sham gap, eV: 10.517
Net charge: 0

XYZ file:
```
17
Properties=species:S:1:pos:R:3:forces:R:3:nbo_charge:R:1
C 1.4707 -0.7515 1.4793 -0.125 -0.004 0.003 -0.63
C 0.4128 -1.0821 0.4303 0.447 1.314 -1.091 0.09
O -0.8593 -1.3415 0.9762 -0.799 0.533 -0.622 -0.71
C 0.4062 0.1985 -0.5659 -0.079 -1.497 0.891 0.09
C -0.9095 0.3338 -1.3368 -1.044 -0.854 0.506 -0.43
C -1.0165 1.7093 -0.6649 -0.210 0.060 -0.155 -0.05
O 0.1921 1.4740 0.0784 0.026 -0.273 0.079 -0.53
H 1.5617 -1.4620 2.3065 -0.229 -0.041 -0.256 0.22
H 2.4430 -0.7017 0.9695 -0.181 0.016 0.159 0.21
H 1.2444 0.2381 1.8871 0.084 -0.150 0.065 0.23
H 0.7261 -1.9411 -0.1999 -0.041 0.295 0.207 0.15
H -1.5377 -1.0626 0.2869 1.283 -0.847 1.675 0.45
H 1.3876 0.1685 -1.0683 -0.510 0.138 -0.228 0.19
H -0.9937 0.1672 -2.4120 0.287 0.363 0.137 0.23
H -1.6936 -0.3500 -0.8567 0.799 1.059 -1.337 0.15
H -1.8931 1.8017 -0.0105 0.225 0.128 -0.070 0.18
H -0.9412 2.6015 -1.2994 0.068 -0.239 0.035 0.18
```
Forces are in eV/Å.

Entry 6:
Here is C5H10O2 in the gas phase from the OMol25 dataset. Energies are from ωB97M-V with the def2-TZVPD basis set.

Computed properties:
ΔE to the lowest compared entry with this formula, charge and spin, kJ/mol: 241.4
Energy, eV: -9440.5410
HOMO level, hartree: -0.3569
Kohn-Sham gap, eV: 10.729
Net charge: 0

XYZ file:
```
17
Properties=species:S:1:pos:R:3:forces:R:3:nbo_charge:R:1
C 2.0263 1.1120 -0.4601 0.256 0.053 -0.011 -0.25
O 0.6399 0.9265 -0.3031 -0.088 0.030 0.027 -0.53
C 0.2486 -0.4102 -0.4420 -0.006 -0.171 -0.069 0.05
C 0.4387 -1.3056 0.7938 0.351 -0.068 0.042 -0.09
O -0.9746 -1.3743 1.0186 -0.100 -0.079 0.094 -0.53
C -1.2535 -0.6228 -0.1813 -0.158 0.152 -0.207 0.10
C -2.1124 0.5975 0.0695 0.030 -0.008 0.029 -0.63
H 2.6070 0.5231 0.2663 -0.115 0.077 -0.083 0.17
H 2.3613 0.8372 -1.4731 -0.103 0.025 0.146 0.17
H 2.2279 2.1725 -0.2928 -0.002 -0.163 -0.038 0.20
H 0.6250 -0.8269 -1.3886 -0.048 0.081 0.142 0.17
H 0.9737 -0.8299 1.6260 -0.106 -0.051 -0.110 0.18
H 0.8676 -2.2964 0.5976 -0.042 0.130 0.024 0.17
H -1.7162 -1.2757 -0.9325 0.066 0.068 0.051 0.17
H -2.0009 1.3195 -0.7449 -0.028 -0.101 0.078 0.22
H -3.1643 0.3134 0.1459 0.083 0.012 0.021 0.21
H -1.8100 1.0745 1.0040 0.009 0.013 -0.135 0.22
```
Forces are in eV/Å.

Entry 7:
Here is 2 unconnected molecules or ions with the total composition C5H10O2 at a distorted geometry from the OMol25 dataset. Energies are from ωB97M-V with the def2-TZVPD basis set.

Computed properties:
ΔE to the lowest compared entry with this formula, charge and spin, kJ/mol: 233.9
Energy, eV: -9440.6184
HOMO level, hartree: -0.3173
Kohn-Sham gap, eV: 9.323
Net charge: 0

XYZ file:
```
17
Properties=species:S:1:pos:R:3:forces:R:3:nbo_charge:R:1
C 2.1262 -0.5432 1.0045 0.742 0.620 0.450 -0.39
C 1.2178 0.1461 0.3257 -0.954 0.450 1.053 -0.22
C -0.1908 -0.2255 0.1404 -0.239 0.135 0.164 -0.40
C -1.2435 0.5707 0.3629 -0.011 0.902 -0.819 0.37
O -1.1515 1.8647 0.8113 0.155 -0.501 -0.019 -0.67
C -2.6586 0.1886 0.0581 -0.133 -0.091 0.121 -0.67
H 3.1273 -0.1592 1.1571 0.007 0.257 -0.225 0.20
H 1.9471 -1.3878 1.6390 -0.501 -0.797 -0.409 0.20
H 1.4081 1.1909 0.0868 0.607 -0.171 -0.597 0.19
H -0.4625 -1.2007 -0.1963 0.132 -0.674 -0.130 0.22
H -0.2256 2.0432 1.0159 -0.048 0.115 0.124 0.48
H -3.0994 -0.1616 0.9961 -0.221 -0.362 -0.327 0.23
H -2.7092 -0.5232 -0.7705 0.096 -0.358 0.571 0.23
H -3.2945 1.0020 -0.2826 0.355 0.500 0.173 0.23
H 2.0069 -1.9782 -1.3725 -0.408 0.493 0.386 0.48
H 1.0268 -1.0331 -2.2300 0.207 -0.180 0.698 0.48
O 1.7298 -1.6902 -2.2406 0.213 -0.338 -1.213 -0.96
```
Forces are in eV/Å.

Entry 8:
Here is C5H10O2 in the gas phase from the OMol25 dataset. Energies are from ωB97M-V with the def2-TZVPD basis set.

Computed properties:
ΔE to the lowest compared entry with this formula, charge and spin, kJ/mol: 112.4
Energy, eV: -9441.8776
HOMO level, hartree: -0.3692
Kohn-Sham gap, eV: 10.948
Net charge: 0

XYZ file:
```
17
Properties=species:S:1:pos:R:3:forces:R:3:nbo_charge:R:1
C -2.3827 -0.5315 -0.2013 -0.042 -0.044 0.014 -0.61
C -1.1745 0.3621 -0.4570 0.024 0.070 -0.015 -0.40
C 0.1052 -0.1766 0.1670 -0.070 0.314 0.091 0.11
O 0.3980 -1.4151 -0.4423 0.133 -0.184 0.104 -0.73
C 1.2613 0.8073 -0.0139 0.017 0.121 -0.038 -0.54
C 2.5403 0.3565 0.6336 -0.001 -0.565 0.197 0.46
O 2.7926 -0.8023 0.8979 -0.105 0.610 -0.093 -0.55
H -3.2763 -0.1214 -0.6823 0.110 -0.083 0.067 0.21
H -2.2054 -1.5365 -0.5937 -0.040 0.140 0.053 0.22
H -2.5879 -0.6177 0.8724 0.035 0.011 -0.147 0.20
H -1.0036 0.4618 -1.5373 -0.019 -0.004 0.134 0.20
H -1.3588 1.3713 -0.0648 0.024 -0.144 -0.048 0.20
H -0.0484 -0.3042 1.2541 -0.040 -0.080 -0.169 0.16
H 1.1975 -1.7493 -0.0066 -0.102 0.021 -0.126 0.49
H 1.0021 1.8017 0.3680 0.022 -0.098 0.043 0.23
H 1.4704 0.9471 -1.0831 -0.001 -0.059 0.016 0.24
H 3.2701 1.1468 0.8891 0.057 -0.025 -0.084 0.12
```
Forces are in eV/Å.

Entry 9:
Here is C5H10O2 in the gas phase from the OMol25 dataset. Energies are from ωB97M-V with the def2-TZVPD basis set.

Computed properties:
ΔE to the lowest compared entry with this formula, charge and spin, kJ/mol: 247.0
Energy, eV: -9440.4831
HOMO level, hartree: -0.3546
Kohn-Sham gap, eV: 10.645
Net charge: 0

XYZ file:
```
17
Properties=species:S:1:pos:R:3:forces:R:3:nbo_charge:R:1
C -1.9248 -0.9370 1.0165 -0.224 -0.155 0.058 -0.24
O -0.6720 -0.2983 0.9524 0.101 0.025 0.072 -0.53
C -0.4401 0.4147 -0.2289 -0.040 0.120 -0.211 0.06
C 0.1360 1.8253 -0.0561 -0.252 0.210 0.172 -0.08
O 1.3257 1.4810 -0.7774 0.115 0.084 -0.030 -0.53
C 0.8985 0.1140 -0.9431 0.049 -0.302 -0.141 0.09
C 1.8342 -0.8708 -0.2814 0.003 -0.014 0.004 -0.63
H -2.7395 -0.2133 1.1604 0.086 -0.095 -0.040 0.17
H -2.1261 -1.5243 0.1100 0.019 0.059 0.114 0.17
H -1.8981 -1.6157 1.8720 -0.025 0.108 -0.098 0.20
H -1.3142 0.3716 -0.8892 0.117 -0.025 0.091 0.17
H 0.3363 2.0967 0.9876 0.007 -0.081 -0.131 0.18
H -0.4229 2.6327 -0.5453 0.092 -0.098 0.070 0.17
H 0.7840 -0.1237 -2.0091 0.027 0.064 0.106 0.17
H 1.5503 -1.8998 -0.5243 0.009 0.112 0.030 0.21
H 2.8494 -0.6947 -0.6477 -0.098 -0.037 0.014 0.22
H 1.8233 -0.7585 0.8037 0.013 0.024 -0.080 0.22
```
Forces are in eV/Å.

Entry 10:
Here is 2 unconnected molecules or ions with the total composition C5H10O2 from the OMol25 dataset. Energies are from ωB97M-V with the def2-TZVPD basis set.

Computed properties:
ΔE to the lowest compared entry with this formula, charge and spin, kJ/mol: 292.3
Energy, eV: -9440.0136
HOMO level, hartree: -0.3317
Kohn-Sham gap, eV: 9.634
Net charge: 0

XYZ file:
```
17
Properties=species:S:1:pos:R:3:forces:R:3:nbo_charge:R:1
C 2.6205 -0.2774 0.7514 0.219 -0.131 0.032 -0.25
O 1.4362 0.4924 0.6257 -0.105 0.070 -0.043 -0.50
C 0.2990 -0.2110 0.4726 -0.185 -0.024 0.037 0.22
C -0.8835 0.3530 0.1787 0.014 -0.024 0.048 -0.23
C -2.1493 -0.4502 0.0901 -0.055 -0.111 -0.007 -0.63
C -0.9780 1.7951 -0.0981 -0.074 0.095 -0.036 0.40
O -2.0272 2.3510 -0.3560 0.309 -0.142 0.087 -0.54
H 2.5053 -1.0476 1.5237 0.018 0.108 -0.091 0.18
H 3.4089 0.4151 1.0463 -0.079 -0.111 -0.041 0.20
H 2.8881 -0.7516 -0.2000 -0.061 0.076 0.115 0.18
H 0.3929 -1.2916 0.6185 -0.051 0.191 -0.010 0.17
H 0.1174 -1.0931 -2.6669 -0.058 0.056 0.040 0.00
H -0.1470 -0.6875 -2.0984 0.076 -0.115 -0.190 0.00
H -2.7340 -0.1517 -0.7841 0.103 -0.017 0.076 0.23
H -1.9404 -1.5214 0.0192 0.002 0.110 0.050 0.21
H -2.7848 -0.2791 0.9647 0.062 -0.005 -0.095 0.22
H -0.0242 2.3557 -0.0874 -0.136 -0.024 0.028 0.12
```
Forces are in eV/Å.